{"formula": "C40H96BF7O26P6", "method": "the ωB97M-V functional and the def2-TZVPD basis", "spin_multiplicity": 1, "molar_mass_g_mol": 1322.824, "charge": -2, "symbols": ["C", "O", "O", "C", "F", "F", "F", "C", "C", "H", "H", "H", "H", "H", "H", "B", "F", "F", "F", "F", "C", "C", "O", "P", "O", "O", "C", "C", "O", "C", "C", "H", "H", "H", "H", "H", "H", "H", "H", "H", "H", "H", "H", "H", "H", "H", "C", "C", "O", "P", "O", "O", "C", "C", "O", "C", "C", "H", "H", "H", "H", "H", "H", "H", "H", "H", "H", "H", "H", "H", "H", "H", "C", "C", "O", "P", "O", "O", "C", "C", "O", "C", "C", "H", "H", "H", "H", "H", "H", "H", "H", "H", "H", "H", "H", "H", "H", "H", "C", "C", "O", "P", "O", "O", "C", "C", "O", "C", "C", "H", "H", "H", "H", "H", "H", "H", "H", "H", "H", "H", "H", "H", "H", "H", "C", "C", "O", "P", "O", "O", "C", "C", "O", "C", "C", "H", "H", "H", "H", "H", "H", "H", "H", "H", "H", "H", "H", "H", "H", "H", "C", "C", "O", "P", "O", "O", "C", "C", "O", "C", "C", "H", "H", "H", "H", "H", "H", "H", "H", "H", "H", "H", "H", "H", "H", "H"], "positions_angstrom": [[-7.875, 4.109, 1.130], [-7.035, 3.247, 0.385], [-7.285, 4.761, 2.053], [-8.517, 5.169, 0.170], [-7.714, 6.044, -0.432], [-9.240, 4.717, -0.868], [-9.432, 5.794, 0.890], [-5.675, 3.616, 0.302], [-4.848, 3.024, 1.355], [-3.798, 3.365, 1.149], [-5.054, 3.412, 2.346], [-4.788, 1.927, 1.278], [-5.556, 4.696, 0.236], [-5.408, 3.333, -0.689], [-8.798, 3.418, 1.252], [0.238, -0.791, 1.005], [0.552, -1.347, -0.256], [-1.149, -0.564, 1.023], [0.663, -1.685, 2.036], [0.994, 0.442, 1.145], [-2.621, -1.047, -2.831], [-2.255, 0.318, -3.342], [-2.510, 0.353, -4.776], [-3.479, 1.484, -5.431], [-3.136, 2.870, -5.258], [-3.395, 1.080, -6.970], [-2.989, -0.158, -7.468], [-1.654, -0.182, -8.164], [-4.952, 0.990, -5.044], [-5.812, 1.884, -4.243], [-5.714, 1.473, -2.823], [-2.355, -1.038, -1.790], [-3.710, -1.098, -2.754], [-2.180, -1.904, -3.369], [-2.754, 1.085, -2.795], [-1.144, 0.432, -3.261], [-3.010, -0.916, -6.684], [-3.756, -0.431, -8.196], [-0.814, -0.010, -7.495], [-1.490, -1.211, -8.471], [-1.579, 0.470, -9.084], [-5.527, 2.937, -4.391], [-6.743, 1.752, -4.751], [-4.722, 1.623, -2.450], [-6.449, 1.984, -2.240], [-5.974, 0.444, -2.695], [-4.325, -7.274, -1.592], [-3.832, -5.884, -1.135], [-2.670, -6.061, -0.360], [-2.210, -5.612, 1.069], [-0.742, -5.511, 1.279], [-2.961, -4.215, 1.339], [-2.226, -3.007, 1.659], [-3.169, -2.143, 2.445], [-2.959, -6.653, 2.013], [-2.590, -6.868, 3.396], [-3.584, -6.108, 4.351], [-4.598, -7.905, -0.756], [-5.201, -7.145, -2.239], [-3.584, -7.865, -2.122], [-3.579, -5.274, -1.989], [-4.601, -5.325, -0.572], [-1.389, -3.259, 2.333], [-1.887, -2.518, 0.780], [-2.555, -1.345, 2.866], [-3.914, -1.652, 1.783], [-3.792, -2.658, 3.198], [-2.654, -7.940, 3.529], [-1.571, -6.543, 3.545], [-3.629, -5.028, 4.295], [-4.612, -6.497, 4.175], [-3.223, -6.360, 5.385], [4.442, -2.658, 7.166], [5.470, -2.026, 6.199], [4.903, -1.663, 4.942], [5.467, -0.352, 4.151], [5.702, 0.840, 4.966], [6.871, -0.922, 3.623], [6.898, -2.039, 2.723], [6.689, -1.657, 1.292], [4.608, -0.197, 2.872], [3.407, 0.637, 3.007], [2.514, 0.231, 4.110], [4.965, -3.091, 8.022], [3.602, -1.977, 7.444], [4.109, -3.534, 6.595], [5.865, -1.095, 6.632], [6.294, -2.745, 6.088], [7.904, -2.418, 2.900], [6.192, -2.851, 2.959], [5.641, -1.407, 1.105], [7.434, -0.973, 0.907], [6.789, -2.561, 0.685], [3.810, 1.637, 3.203], [2.928, 0.544, 2.057], [2.264, -0.850, 4.125], [2.901, 0.581, 5.020], [1.661, 0.876, 3.941], [3.128, -4.180, 0.850], [2.658, -3.504, -0.436], [3.099, -4.310, -1.554], [2.420, -3.704, -2.910], [2.719, -2.318, -3.241], [2.956, -4.777, -4.019], [2.820, -4.225, -5.373], [2.971, -5.330, -6.365], [0.909, -3.959, -2.789], [0.314, -5.162, -2.225], [-0.405, -5.836, -3.315], [2.858, -3.520, 1.689], [2.627, -5.110, 1.046], [4.199, -4.317, 0.834], [1.560, -3.433, -0.403], [3.075, -2.502, -0.608], [1.837, -3.791, -5.455], [3.566, -3.419, -5.589], [2.907, -4.839, -7.348], [3.920, -5.822, -6.229], [2.135, -6.035, -6.332], [1.046, -5.794, -1.777], [-0.351, -4.798, -1.481], [0.330, -6.138, -4.078], [-1.007, -6.653, -2.949], [-1.124, -5.184, -3.889], [2.129, 1.266, -1.940], [1.931, 2.745, -2.055], [3.241, 3.416, -2.239], [3.822, 4.265, -1.068], [3.058, 5.381, -0.548], [4.243, 3.175, 0.072], [5.138, 2.069, -0.233], [6.188, 2.107, 0.868], [5.274, 4.773, -1.611], [5.407, 5.770, -2.605], [6.610, 6.664, -2.164], [2.561, 0.946, -0.994], [1.270, 0.644, -2.144], [2.818, 0.920, -2.730], [1.420, 3.137, -2.952], [1.451, 3.086, -1.141], [4.607, 1.143, -0.142], [5.578, 2.198, -1.213], [6.883, 1.312, 0.825], [6.857, 3.005, 0.792], [5.816, 2.106, 1.881], [5.598, 5.272, -3.597], [4.524, 6.363, -2.648], [6.352, 6.970, -1.119], [7.474, 5.963, -2.145], [6.728, 7.579, -2.773], [2.654, 5.186, 2.732], [1.364, 5.778, 2.163], [0.321, 5.682, 3.148], [-1.050, 5.020, 2.721], [-0.943, 4.065, 1.554], [-1.442, 4.296, 4.061], [-0.632, 3.084, 4.372], [-1.110, 1.767, 3.717], [-2.163, 6.149, 2.573], [-3.413, 5.825, 1.878], [-4.577, 6.711, 2.266], [3.342, 5.086, 1.909], [3.023, 5.759, 3.625], [2.440, 4.149, 3.077], [1.527, 6.823, 1.947], [1.094, 5.171, 1.289], [0.378, 3.372, 4.131], [-0.741, 3.156, 5.443], [-2.102, 1.582, 4.169], [-1.079, 1.906, 2.642], [-0.387, 0.995, 3.964], [-3.108, 5.760, 0.844], [-3.667, 4.773, 2.090], [-4.462, 7.744, 2.045], [-5.462, 6.388, 1.737], [-4.778, 6.613, 3.331]]}

***

{"formula": "C21H20N2O5", "method": "the ωB97M-V functional and the def2-TZVPD basis", "smiles": "COc1ccc(-c2ccc(CCC(=O)O)n2NC(=O)c2ccc(O)cc2)cc1", "spin_multiplicity": 1, "molar_mass_g_mol": 380.400, "symbols": ["C", "H", "O", "C", "C", "C", "C", "C", "C", "H", "H", "C", "C", "C", "C", "N", "N", "C", "O", "C", "C", "C", "C", "C", "C", "H", "H", "O", "H", "H", "H", "H", "C", "H", "H", "C", "C", "O", "O", "H", "H", "H", "H", "H", "H", "H", "H", "H"], "positions_angstrom": [[4.878, 2.516, -1.531], [5.900, 2.662, -1.876], [4.236, 1.779, -2.541], [2.929, 1.432, -2.362], [2.157, 1.770, -1.258], [0.838, 1.357, -1.183], [0.261, 0.596, -2.194], [1.040, 0.275, -3.307], [2.350, 0.686, -3.391], [2.960, 0.436, -4.245], [0.607, -0.316, -4.099], [-1.119, 0.142, -2.120], [-2.090, 0.104, -3.094], [-3.260, -0.411, -2.511], [-2.983, -0.702, -1.199], [-1.682, -0.349, -0.970], [-1.018, -0.518, 0.222], [-0.046, -1.467, 0.374], [0.178, -2.309, -0.468], [0.663, -1.407, 1.681], [0.815, -0.243, 2.428], [1.505, -0.268, 3.625], [2.054, -1.456, 4.098], [1.917, -2.622, 3.348], [1.236, -2.589, 2.152], [1.132, -3.481, 1.553], [2.355, -3.533, 3.722], [2.729, -1.521, 5.272], [2.760, -0.651, 5.688], [1.625, 0.643, 4.198], [0.423, 0.701, 2.080], [-1.183, 0.201, 0.919], [-3.872, -1.312, -0.165], [-3.570, -2.346, 0.023], [-4.881, -1.325, -0.580], [-3.884, -0.560, 1.185], [-3.733, 0.921, 0.954], [-2.724, 1.548, 1.170], [-4.836, 1.479, 0.468], [-4.698, 2.421, 0.278], [-4.831, -0.746, 1.691], [-3.065, -0.899, 1.820], [-4.203, -0.560, -2.999], [-1.976, 0.437, -4.106], [0.246, 1.666, -0.335], [2.566, 2.358, -0.451], [4.892, 1.969, -0.582], [4.405, 3.492, -1.381]]}

***

Taking the records one at a time from the top gives Kohn-Sham gap values of 5.7; 7.9 eV.
Taking the records one at a time from the top gives DFT total energy values of -171728.2697; -35319.4389 eV.
Taking the records one at a time from the top gives F_max values of 0.0602; 0.0140 Eh/bohr.